Below is 14 unconnected molecules or ions with the total composition C35H53Cl39FN4O5S2 at a distorted geometry, with properties calculated with the ωB97M-V functional and the def2-TZVPD basis.

multiplicity: 1
E_LUMO: -2.13 eV
charge: +1

Element x y z (Å)
C (2.21447, 1.75676, 0.71702)
C (3.15030, 0.79065, -0.02819)
C (4.13812, 0.18762, 1.00362)
C (2.32002, -0.33271, -0.70475)
C (2.39309, -0.43226, -2.25366)
C (1.21473, -1.33776, -2.68333)
C (0.97280, -1.52048, -4.16001)
O (1.71167, -1.87769, -4.96708)
F (-0.29381, -1.27000, -4.49292)
C (3.80234, -1.01997, -2.60775)
C (3.84435, -2.55524, -2.75496)
C (3.73071, -3.34878, -1.44551)
C (3.67557, -4.86951, -1.72234)
S (2.03659, -5.52237, -1.34221)
C (1.22350, -5.61770, -2.92568)
S (2.03027, -5.65702, -4.35644)
N (-0.15219, -5.65099, -2.86879)
C (-0.81619, -5.60252, -1.55673)
C (-1.14728, -4.18135, -1.06655)
O (-1.48136, -3.30009, -2.13895)
C (-1.97679, -4.04193, -3.24506)
C (-0.83252, -4.80908, -3.88249)
C (4.45767, -0.33714, -3.81165)
N (3.50371, 0.41086, -4.68088)
C (2.72454, 1.27177, -4.00207)
N (2.47669, 2.49285, -4.52568)
N (2.20701, 0.95277, -2.81002)
C (0.89867, 1.56343, -2.51007)
O (0.06784, 1.42487, -3.63483)
C (-1.29508, 1.23317, -3.32493)
O (-1.69618, 2.18699, -2.38286)
C (-2.70877, 1.70927, -1.49559)
C (-2.09385, 0.98495, -0.30421)
O (-3.15730, 0.51984, 0.51637)
H (1.38646, 2.12005, 0.10242)
H (1.76244, 1.21451, 1.55839)
H (2.76609, 2.59729, 1.14396)
H (3.75815, 1.34134, -0.75498)
H (4.27466, 0.86420, 1.85180)
H (5.11520, -0.00223, 0.55168)
H (3.75588, -0.75639, 1.40299)
H (2.62909, -1.29335, -0.29991)
H (1.26976, -0.21067, -0.40864)
H (1.38086, -2.34022, -2.27452)
H (0.28005, -0.99764, -2.23218)
H (4.47283, -0.79703, -1.76740)
H (3.11089, -2.91964, -3.47503)
H (4.82621, -2.80352, -3.18129)
H (4.56818, -3.10883, -0.78093)
H (2.80036, -3.10049, -0.92950)
H (4.35327, -5.41410, -1.05954)
H (3.91106, -5.11210, -2.75991)
H (-0.23907, -6.14108, -0.80614)
H (-1.75332, -6.15749, -1.65802)
H (-2.00394, -4.26417, -0.37971)
H (-0.32577, -3.73608, -0.49658)
H (-2.38668, -3.34936, -3.98283)
H (-2.79952, -4.69615, -2.92643)
H (-0.11102, -4.08994, -4.28071)
H (-1.18999, -5.40214, -4.73057)
H (5.17321, 0.40443, -3.44700)
H (5.02296, -1.05145, -4.40876)
H (4.04788, 0.95987, -5.34149)
H (2.35554, 2.58410, -5.52232)
H (2.32851, 3.29305, -3.93462)
H (0.47852, 1.05331, -1.64460)
H (1.01632, 2.61658, -2.23584)
H (-1.46122, 0.21629, -2.93492)
H (-1.83268, 1.34587, -4.27267)
H (-3.29098, 2.57738, -1.17623)
H (-3.38798, 1.02508, -2.01989)
H (-1.51818, 0.12507, -0.67999)
H (-1.43394, 1.66606, 0.24763)
H (-2.89300, -0.33520, 0.88138)
C (-5.57305, 2.31974, 1.42917)
Cl (-4.73007, 2.27549, 2.97605)
Cl (-7.06884, 1.38566, 1.49805)
Cl (-5.88430, 3.97889, 0.93149)
H (-4.92488, 1.85395, 0.69986)
C (-2.69550, -2.17707, 3.67149)
Cl (-1.92390, -3.25772, 4.81983)
Cl (-1.86044, -2.23368, 2.10167)
Cl (-4.39945, -2.56123, 3.47705)
H (-2.60781, -1.17021, 4.05795)
C (0.42529, -0.50952, 6.21197)
Cl (1.80115, -0.16691, 5.16282)
Cl (0.65600, 0.20971, 7.80209)
Cl (-1.07494, 0.05678, 5.47198)
H (0.35135, -1.58350, 6.32811)
C (-3.79948, -6.11894, 7.87324)
Cl (-4.52426, -7.60018, 7.25634)
Cl (-2.04860, -6.28940, 8.03250)
Cl (-4.19743, -4.73932, 6.84941)
H (-4.20379, -5.92663, 8.85734)
C (-7.92316, 5.31376, -2.71240)
Cl (-8.01491, 3.78631, -1.83562)
Cl (-8.05810, 5.05789, -4.45356)
Cl (-9.14178, 6.44395, -2.13569)
H (-6.95177, 5.75230, -2.51826)
C (7.67782, 1.71805, 2.59182)
Cl (7.83038, 0.05806, 3.15777)
Cl (7.41571, 1.75752, 0.84317)
Cl (6.37693, 2.55715, 3.43548)
H (8.60443, 2.23639, 2.80001)
C (-4.38156, 1.20736, 8.25373)
Cl (-5.05581, -0.29947, 7.62236)
Cl (-2.62823, 1.08692, 8.38113)
Cl (-4.85260, 2.56786, 7.23989)
H (-4.78319, 1.36564, 9.24583)
C (-3.12246, 7.40979, -0.39350)
Cl (-2.37130, 6.36296, 0.81177)
Cl (-2.34182, 7.23207, -1.96502)
Cl (-4.84909, 7.08292, -0.51156)
H (-3.00217, 8.43659, -0.07261)
C (-7.53653, 7.07392, 3.55357)
Cl (-6.78758, 6.00539, 4.74244)
Cl (-6.64592, 7.02719, 2.03094)
Cl (-9.23077, 6.65656, 3.30809)
H (-7.49187, 8.08469, 3.93674)
C (-6.46611, 9.97875, -2.64910)
Cl (-4.79338, 10.52638, -2.49057)
Cl (-6.54267, 8.44125, -3.50891)
Cl (-7.24021, 9.85361, -1.07083)
H (-7.00423, 10.71418, -3.23213)
C (8.38017, -1.47894, -3.28212)
Cl (7.51051, -0.11985, -2.54277)
Cl (8.32481, -2.88544, -2.22784)
Cl (7.72967, -1.85696, -4.87501)
H (9.41155, -1.17762, -3.41313)
C (-4.28168, -5.93868, 12.05174)
Cl (-4.99611, -7.39789, 11.36624)
Cl (-2.53063, -6.08772, 12.16156)
Cl (-4.73007, -4.52595, 11.08883)
H (-4.67502, -5.80173, 13.05031)
C (12.11986, -0.76861, -5.94610)
Cl (12.32699, -2.41469, -5.35792)
Cl (11.76076, -0.74227, -7.66551)
Cl (10.84225, 0.05476, -5.03041)
H (13.04137, -0.22668, -5.77922)

Force components x, y, z for each atom (eV/Å):
-0.0036 -0.2872 0.0911
0.0937 -0.2589 0.5956
-0.1217 0.0276 -0.1808
-0.1442 0.4144 -0.1726
0.3945 -0.2710 0.6132
-0.2613 0.0516 0.0914
-1.0984 0.6401 2.1301
2.1778 -0.8768 -2.2479
-0.9994 0.0935 -0.0936
-0.0248 -0.0967 -0.1779
0.2434 -0.1277 0.1479
-0.1936 -0.1590 -0.3428
0.1780 0.1237 0.3051
-0.1523 -0.2036 -0.0351
-0.2318 -0.1601 -0.2581
-0.0152 0.2196 0.0290
0.7593 1.0448 0.7561
-0.4010 -0.1303 -0.1453
-0.1969 -0.1347 0.2697
0.1917 -0.0784 -0.0068
-0.1303 -0.0773 -0.0744
-0.3365 -0.3522 -0.3703
-0.1168 0.0530 0.0654
0.5883 0.7769 0.4398
-0.2488 0.1671 0.3354
0.3126 -0.3235 -0.2105
-0.2629 -0.5309 -0.5476
-0.0424 0.3045 0.1718
-0.0125 0.0835 0.0605
-0.1115 -0.1597 0.0482
-0.0023 -0.0005 0.0321
-0.0989 -0.0501 -0.0604
-0.2528 -0.0985 -0.1519
0.3245 -0.0950 -0.1631
0.1556 0.1482 -0.0010
0.0194 0.0844 -0.0942
-0.0794 0.0051 -0.1498
-0.2575 -0.0128 -0.1282
0.1464 -0.0288 -0.1525
-0.0737 -0.0784 0.1217
0.0138 0.0917 0.0322
-0.0495 0.0044 -0.1284
0.1332 -0.1013 0.0421
-0.0183 0.0956 -0.0332
0.1456 0.0084 0.0011
-0.2282 0.1160 -0.0144
0.0668 0.0705 -0.0089
-0.1301 0.0697 0.0069
-0.0945 0.0353 -0.0493
0.2233 0.0609 0.1366
-0.0541 0.0363 -0.1621
0.0133 -0.0863 0.0789
-0.0138 0.0516 -0.0946
0.1483 -0.0112 -0.0264
0.0964 0.0287 -0.0822
0.0319 -0.0058 -0.2585
0.1133 0.0729 0.1535
0.0787 0.0692 -0.0715
-0.0396 -0.1447 0.0196
0.0471 -0.0299 0.1282
-0.0930 -0.0853 -0.1051
-0.2705 0.0790 -0.1387
-0.1684 -0.3917 -0.2773
0.2116 0.1566 0.1051
-0.4795 -0.1658 -0.0513
0.1036 0.0753 -0.0704
0.0416 -0.1098 -0.0742
0.0575 0.1198 -0.0065
0.1119 0.0139 0.0916
0.1192 -0.0624 0.0158
0.0184 0.0988 0.0723
0.1044 0.1513 0.0964
0.0046 -0.0911 -0.0274
-0.1988 0.1589 0.1081
0.0011 -0.0596 -0.0978
0.0181 0.0137 0.1430
-0.0077 0.0120 -0.0026
0.1110 -0.0916 0.0916
-0.0166 -0.0437 0.0468
-0.1786 -0.0526 0.1090
0.1097 -0.0038 -0.1214
0.0903 0.0130 -0.0668
0.0222 0.0133 -0.0147
-0.0598 -0.0757 -0.1480
-0.0082 -0.0444 0.0210
0.0460 -0.0114 -0.0514
0.0116 -0.0265 -0.0448
0.1763 0.2594 0.0489
-0.0205 0.0059 0.0036
0.0227 -0.0190 0.0073
0.0027 0.0131 0.0025
-0.0004 0.0005 0.0042
-0.1075 -0.0304 0.0563
-0.0149 -0.0296 0.0144
0.0553 0.0073 0.0892
-0.0559 -0.0086 -0.0942
0.0002 0.0231 -0.0074
-0.0811 -0.0313 0.0285
0.0072 -0.0208 -0.0039
-0.0725 -0.0419 0.0251
-0.0008 0.0032 -0.0021
0.0883 0.0648 -0.0609
0.0084 0.0105 0.0001
-0.0019 -0.0017 -0.0065
-0.0072 -0.0913 -0.0521
-0.0046 -0.0158 0.0133
-0.0498 0.0690 0.1181
0.0062 0.0462 -0.0178
-0.0166 0.0047 -0.0117
-0.0070 -0.0295 0.0290
0.0025 0.0000 -0.0056
0.0029 -0.0017 -0.0128
0.0505 0.0088 -0.2267
0.0044 -0.0055 -0.0062
-0.0445 -0.0855 0.0021
-0.0031 0.0041 -0.0059
-0.0923 0.2286 0.1943
0.0134 0.0045 -0.0066
0.0063 -0.0038 0.0008
0.0152 -0.0474 0.1093
-0.0046 -0.0109 0.0050
0.0471 0.0440 -0.1478
-0.0102 0.0115 -0.0097
0.0107 -0.0003 -0.0055
-0.0330 -0.1290 0.0616
0.2188 0.0067 0.0807
-0.0150 0.0071 -0.0031
-0.0426 0.0014 -0.0052
-0.0518 -0.0574 0.0753
0.0408 -0.0341 -0.0355
0.0020 -0.0066 -0.0049
-0.0067 0.0047 0.0078
-0.0152 0.0750 0.0216
-0.0124 -0.0025 -0.0089
-0.0299 -0.0865 -0.0095
0.0035 0.0013 0.0031
0.0030 0.0020 0.0059
0.1217 0.2118 -0.0784
-0.0087 0.0038 0.0105

Results of the Löwdin charge analysis, in e, for atoms 1 through 5:
1. C -0.059
2. C -0.375
3. C -0.073
4. C -0.097
5. C -0.277